1.
Formula: C47H50CaCl2N8O6P2S
Source: the Open Molecules 2025 dataset
Level of theory: wB97M-V/def2-TZVPD

```
117
Properties=species:S:1:pos:R:3
Ca 0.519 0.839 0.021
C -0.690 -2.096 -3.278
C 0.479 -2.647 -3.804
C 1.689 -2.363 -3.215
C 1.753 -1.510 -2.102
N 0.621 -0.981 -1.602
C -0.563 -1.283 -2.181
N 3.044 -1.269 -1.605
C 3.345 -0.556 -0.556
N 2.567 0.059 0.361
C 3.352 0.745 1.275
N 3.065 1.499 2.279
C 1.816 2.016 2.715
C 1.882 2.804 3.865
C 0.744 3.400 4.355
C -0.470 3.221 3.694
C -0.464 2.438 2.567
N 0.643 1.845 2.093
C 4.788 0.501 0.906
C 5.962 0.961 1.460
C 7.155 0.597 0.836
C 7.150 -0.199 -0.311
C 5.951 -0.654 -0.859
C 4.783 -0.291 -0.222
H -1.665 -2.282 -3.707
H 0.439 -3.292 -4.674
H 2.620 -2.770 -3.586
H -1.436 -0.824 -1.732
H 2.846 2.920 4.337
H 0.795 4.008 5.250
H -1.390 3.664 4.049
H -1.378 2.259 2.007
H 5.939 1.586 2.345
H 8.100 0.935 1.243
H 8.090 -0.461 -0.782
H 5.923 -1.263 -1.754
C -2.602 -2.179 3.026
P -1.812 -2.450 1.378
C -3.400 -2.450 0.385
N -3.940 -3.573 0.007
C -5.112 -3.548 -0.695
C -5.695 -4.765 -1.126
C -6.869 -4.748 -1.821
C -7.511 -3.515 -2.115
C -6.959 -2.338 -1.699
C -5.742 -2.346 -0.975
N -5.194 -1.161 -0.570
C -4.060 -1.156 0.062
P -3.312 0.545 0.505
C -4.042 0.688 2.212
C -4.376 1.770 -0.436
C -4.329 1.502 -1.946
C -3.669 3.109 -0.167
C -5.833 1.879 0.030
C -1.295 -4.260 1.536
C -0.349 -4.552 0.364
C -2.381 -5.338 1.602
C -0.480 -4.342 2.834
H -3.160 -3.062 3.345
H -3.291 -1.338 2.979
H -1.816 -1.937 3.745
H -5.183 -5.688 -0.883
H -7.317 -5.677 -2.153
H -8.437 -3.513 -2.676
H -7.420 -1.381 -1.909
H -4.983 0.151 2.340
H -4.214 1.747 2.413
H -3.315 0.340 2.946
H -3.321 1.266 -2.304
H -4.651 2.414 -2.463
H -5.006 0.693 -2.224
H -2.643 3.094 -0.542
H -3.638 3.350 0.902
H -4.220 3.909 -0.672
H -6.347 0.920 -0.006
H -6.353 2.573 -0.643
H -5.914 2.288 1.041
H -0.850 -4.445 -0.602
H 0.019 -5.581 0.445
H 0.511 -3.880 0.379
H -2.816 -5.549 0.626
H -3.201 -5.075 2.276
H -1.908 -6.253 1.984
H 0.204 -3.500 2.941
H 0.112 -5.263 2.805
H -1.130 -4.380 3.713
C 7.469 4.189 -3.640
C 6.133 4.109 -2.940
C 5.435 5.258 -2.581
C 4.195 5.181 -1.958
C 3.631 3.942 -1.678
C 4.318 2.786 -2.036
C 5.559 2.875 -2.651
S 2.014 3.852 -0.912
O 2.261 3.900 0.511
O 1.317 4.990 -1.486
N 1.420 2.465 -1.309
C 0.706 2.423 -2.618
C -0.673 1.751 -2.514
O -1.273 1.476 -3.553
O -1.107 1.531 -1.316
H 7.818 5.221 -3.709
H 7.406 3.789 -4.656
H 8.229 3.608 -3.110
H 5.868 6.230 -2.796
H 3.652 6.079 -1.690
H 3.863 1.823 -1.834
H 6.085 1.962 -2.914
H 1.282 1.885 -3.374
H 0.533 3.432 -2.993
Cl 3.393 -2.264 2.594
C 2.633 -1.613 4.078
Cl 3.790 -0.510 4.902
C 1.252 -0.954 3.877
O 0.806 -0.467 4.928
O 0.736 -1.047 2.750
H 2.498 -2.454 4.747
```

## Properties
* Kohn-Sham gap: 6.6 eV
* total charge: -2

***

2.
Formula: C3H5NO2
Source: the Open Molecules 2025 dataset
Level of theory: wB97M-V/def2-TZVPD

```
11
Properties=species:S:1:pos:R:3
C -1.580 0.766 0.059
C 0.199 -1.282 -0.468
O 0.073 -2.446 -0.662
C 0.571 -0.136 0.099
O -0.200 0.969 0.290
N 1.928 0.017 0.438
H -1.994 0.006 0.737
H -2.067 1.724 0.239
H -1.760 0.451 -0.981
H 2.431 -0.850 0.285
H 2.399 0.781 -0.037
```

## Properties
* SMILES string: COC(N)=C=O
* relative energy (zero: lowest compared OMol25 entry of this formula, charge and spin): 67.7 kcal per mole
* Kohn-Sham gap: 8.3 eV

***

3.
Formula: C12H17IN2Ni
Source: the Open Molecules 2025 dataset
Level of theory: wB97M-V/def2-TZVPD

```
33
Properties=species:S:1:pos:R:3
C 1.204 0.161 -3.224
C -0.565 -2.149 -2.915
H 0.468 0.526 -3.954
H 1.974 -0.558 -3.491
H 1.474 0.851 -2.522
H -1.275 -2.575 -2.224
H -1.009 -1.578 -3.913
H 0.339 -2.759 -3.235
Ni 0.163 -0.868 -1.976
C 1.948 -1.386 -1.162
H 2.011 -2.486 -1.066
H 1.896 -0.900 -0.141
H 2.877 -1.046 -1.665
I -1.657 0.742 -1.923
N -0.718 -1.433 0.017
C -1.038 -0.560 1.122
C -2.009 -0.860 2.040
C -2.326 -0.013 3.082
C -1.540 1.127 3.348
C -0.544 1.509 2.401
C 0.239 2.670 2.552
C 1.171 2.989 1.581
C 1.368 2.070 0.523
N 0.824 0.864 0.490
C -0.239 0.624 1.309
H 0.009 -2.078 0.334
H -1.559 -2.047 -0.063
H -2.554 -1.848 1.951
H -3.172 -0.205 3.754
H -1.650 1.699 4.257
H 0.103 3.290 3.439
H 1.784 3.889 1.600
H 2.002 2.338 -0.327
```

## Properties
* spin multiplicity: 3
* relative energy (zero: lowest compared OMol25 entry of this formula, charge and spin): 66.3 kcal per mole
* Kohn-Sham gap (spin up / spin down): 6.9 / 7.3 eV

***

4.
Formula: C5H9IO
Source: the Open Molecules 2025 dataset
Level of theory: wB97M-V/def2-TZVPD

```
16
Properties=species:S:1:pos:R:3
C -0.273 0.844 0.148
C 0.876 1.168 0.635
C 1.507 2.472 0.862
C -0.242 -1.698 -1.515
C -0.734 -1.480 -0.176
O -2.128 -1.720 0.005
I 2.384 -0.387 1.105
H -1.217 1.038 -0.055
H 2.510 2.414 1.131
H 0.994 2.922 1.711
H 1.257 3.254 0.028
H 0.845 -1.223 -1.462
H -0.010 -2.713 -1.761
H -0.946 -1.146 -2.270
H -0.170 -1.882 0.603
H -2.116 -2.025 0.905
```

## Properties
* relative energy (zero: lowest compared OMol25 entry of this formula, charge and spin): 99.8 kcal per mole
* Kohn-Sham gap (spin up / spin down): 7.8 / 7.8 eV

***

Number 1: total energy -5389.6847 Ha. Number 2: total energy -322.4664 Ha. Number 3: total energy -2382.7809 Ha. Number 4: total energy -568.6661 Ha.